Record 1
A molecular structure, C14H20N4OSSbSe4Tc, computed with the ωB97M-V functional and the def2-TZVPD basis.

The HOMO-LUMO gap comes out at 0.1514 Ha. The value obtained for the LUMO energy is -13.6 eV. The energy above the lowest of the compared OMol25 structures with the same formula, charge and spin comes out at 10.5 kcal per mole. The spin multiplicity is 1. Its HOMO energy is -17.715 eV. The net charge is +4.

Atoms and positions in Å:
Tc 1.0513 1.2828 0.6395
Se 11.6621 2.6980 -7.5857
Sb 12.7424 3.1812 -5.6625
Se 0.3450 3.3147 0.5817
Se 3.0236 1.2540 -0.2309
Se 13.8848 3.6715 -3.7784
C -0.0529 4.1162 4.8302
N 0.7139 3.0803 4.1038
C 0.4075 1.8153 3.9178
S 1.4909 0.8558 2.8363
N -0.5319 1.1314 4.5224
C -1.2619 1.4753 5.7655
H 0.2779 5.0804 4.4541
H 0.1381 4.0741 5.8992
H -1.1129 4.0052 4.6235
H 1.6221 3.3634 3.7612
H -0.6737 0.1906 4.1817
H -2.0992 2.1363 5.5606
H -0.5787 1.9203 6.4826
H -1.6383 0.5438 6.1772
C -3.1300 -2.4208 -2.7882
N -2.6431 -1.3504 -1.9107
N -1.3533 -1.3049 -1.4893
C -1.2374 -0.2237 -0.6963
O -0.0430 0.0356 -0.1453
C -2.4500 0.4295 -0.6118
C -3.3265 -0.3159 -1.4067
C -4.7686 -0.0949 -1.6914
C -0.3574 -2.2698 -1.8906
C -0.0496 -3.3100 -1.0264
C 0.8650 -4.2654 -1.4445
C 1.4394 -4.1718 -2.7063
C 1.1148 -3.1222 -3.5579
C 0.2077 -2.1550 -3.1525
H -2.6078 -3.3423 -2.5474
H -2.9632 -2.1556 -3.8304
H -4.1915 -2.5465 -2.5983
H -2.6914 1.3216 -0.0607
H -5.0695 0.8902 -1.3450
H -5.3804 -0.8388 -1.1771
H -4.9751 -0.1625 -2.7593
H -0.5348 -3.3869 -0.0612
H 1.1121 -5.0939 -0.7951
H 2.1359 -4.9316 -3.0345
H 1.5568 -3.0649 -4.5431
H -0.0693 -1.3398 -3.8100

Record 2
4 unconnected molecules or ions with the total composition C14H20O12, computed with the ωB97M-V functional and the def2-TZVPD basis.

The HOMO-LUMO gap comes out at 0.4074 Ha. The value obtained for the LUMO energy is 0.3 eV. The energy above the lowest of the compared OMol25 structures with the same formula, charge and spin comes out at 8.6 kcal per mole. The spin multiplicity is 1. The SMILES is C[C@H]1COC(=O)O1.C[C@H]1COC(=O)O1.O=C1OCCO1.O=C1OCCO1. Its HOMO energy is -10.787 eV. The net charge is 0.

Atoms and positions in Å:
C -2.2783 -0.9989 -1.9447
C -1.8640 0.4720 -1.9468
C -0.3681 0.6188 -1.6855
O 0.0674 1.6075 -2.5995
C -0.8717 1.7243 -3.5914
O -0.6936 2.2726 -4.6220
O -2.0020 1.0990 -3.2397
H -3.3273 -1.0987 -1.6626
H -1.6597 -1.6157 -1.2969
H -2.1977 -1.4000 -2.9566
H -2.4335 1.1556 -1.3109
H 0.1220 -0.3286 -1.9014
H -0.2875 1.0254 -0.6770
C 2.0674 0.3737 1.1486
C 2.1701 1.4914 2.1965
C 1.2005 2.6531 2.0016
O 0.7803 3.0188 3.3193
C 1.0154 2.0015 4.1265
O 0.7126 1.9003 5.2844
O 1.6696 1.0097 3.4705
H 1.1595 -0.2218 1.2638
H 2.9224 -0.2900 1.2387
H 2.0065 0.8097 0.1492
H 3.2289 1.6243 2.4423
H 0.3283 2.1849 1.5349
H 1.5568 3.4715 1.3835
O 2.6276 -0.7703 -2.4468
C 2.6870 -1.9005 -2.1059
O 3.0408 -2.9620 -2.8781
C 2.9574 -4.1642 -2.1453
C 2.4081 -3.7297 -0.7303
O 2.3787 -2.3117 -0.8788
H 2.3130 -4.8641 -2.6669
H 3.9693 -4.5277 -1.9651
H 3.1308 -3.9364 0.0495
H 1.4302 -4.1739 -0.5757
O -1.7088 -1.4641 1.3942
C -2.3128 -0.4288 1.4654
O -3.6368 -0.3070 1.5213
C -3.9758 1.0838 1.4668
C -2.6712 1.7746 1.8942
O -1.6838 0.7450 1.5987
H -4.2004 1.4809 0.4774
H -4.7973 1.2756 2.1492
H -2.4721 1.9495 2.9518
H -2.5080 2.6704 1.2995

Record 3
2 unconnected molecules or ions with the total composition C14H21BClF4N3, computed with the ωB97M-V functional and the def2-TZVPD basis.

The HOMO-LUMO gap comes out at 0.2626 Ha. The value obtained for the LUMO energy is -1.9 eV. The spin multiplicity is 1. Its HOMO energy is -9.030 eV. The net charge is 0.

Atoms and positions in Å:
C 4.1441 -2.2775 0.2916
C 3.7087 -1.9992 -1.1681
C 2.1655 -1.9425 -1.2295
Cl 1.4654 -2.7307 -2.6803
N 1.7261 -0.5480 -1.0291
C 1.8511 0.3470 -1.9747
N 2.3080 0.1795 -3.2113
N 1.3560 1.6075 -1.4491
C 0.2899 1.2064 -0.4864
C 0.6340 -0.2719 -0.0669
C -0.5439 -1.2557 0.0039
C -1.7016 -0.5419 0.6751
C -1.4589 0.3304 1.7106
C -2.4268 1.0494 2.3242
C -3.7373 0.9245 1.9258
C -4.0127 0.0228 0.9222
C -3.0238 -0.7047 0.2897
C -3.4625 -1.6559 -0.8086
H 3.6139 -3.1588 0.6688
H 5.2235 -2.4211 0.3638
H 3.8566 -1.4219 0.9146
H 4.1257 -1.0126 -1.4035
H 4.1484 -2.7127 -1.8669
H 1.8011 -2.5084 -0.3714
H 1.8553 -0.4313 -3.8758
H 3.0842 0.7139 -3.5750
H 2.1116 1.8431 -0.7933
H 0.2957 1.7855 0.4377
H -0.6648 1.1897 -1.0153
H 1.1330 -0.3995 0.9074
H -0.3323 -2.1694 0.5728
H -0.8818 -1.5406 -0.9989
H -0.4279 0.4697 2.0325
H -2.0805 1.7272 3.1005
H -4.4827 1.5356 2.4226
H -5.0521 -0.0824 0.6169
H -4.3951 -1.3484 -1.2867
H -2.6922 -1.8322 -1.5654
H -3.6638 -2.6423 -0.3622
B -1.1757 4.5479 2.2090
F -2.3439 4.5973 1.4261
F -0.3006 3.5385 1.6812
F -0.5229 5.7873 2.1845
F -1.5139 4.2061 3.5365

Record 4
A molecular structure, C14H21Cl5CuN5P, computed with the ωB97M-V functional and the def2-TZVPD basis.

The HOMO-LUMO gap (spin up / spin down) comes out at 0.3157 / 0.2500 Ha. The value obtained for the LUMO energy (spin up / spin down) is -5.4 / -7.2 eV. The spin multiplicity is 2. Its HOMO energy (spin up / spin down) is -14.015 / -14.008 eV. The net charge is +2. Its expectation value of S² is 0.75.

Atoms and positions in Å:
Cu 0.1603 -0.1609 -0.1244
Cl 1.3839 2.1408 -2.0751
C 0.4851 2.7036 -0.6876
C -0.1417 1.7725 0.1275
C -0.9614 2.2700 1.1280
Cl -1.7519 1.1548 2.2045
C -1.1413 3.6378 1.3369
Cl -2.1795 4.2066 2.5698
C -0.4490 4.5476 0.5343
Cl -0.6246 6.2261 0.7887
C 0.3876 4.0787 -0.4791
Cl 1.2806 5.1812 -1.4424
N -1.7942 -0.6115 -0.6606
C -1.9095 -2.0577 -0.9465
C -1.0065 -2.7809 0.0318
N 0.3642 -2.2179 -0.1347
H -2.3356 -0.3560 0.1626
H -2.1395 -0.0424 -1.4269
H -1.5737 -2.2346 -1.9696
H -2.9351 -2.4153 -0.8621
H -1.0306 -3.8567 -0.1311
H -1.3281 -2.5747 1.0531
H 0.7205 -2.4993 -1.0453
H 0.9887 -2.6079 0.5632
C 5.6581 0.1708 1.4718
N 5.1783 1.3490 0.6070
C 5.7048 1.1515 -0.8276
N 5.3476 -0.1315 -1.3217
C 5.8364 -1.1946 -0.4468
N 5.2604 -1.0637 0.8908
C 3.8196 -1.3028 0.9187
P 2.8626 -0.0571 -0.1148
C 3.6856 1.4402 0.6325
C 3.9307 -0.2612 -1.6369
H 5.2432 0.3036 2.4699
H 6.7448 0.2329 1.5158
H 5.5716 2.2154 0.9794
H 6.7870 1.2670 -0.7832
H 5.2739 1.9422 -1.4402
H 6.9211 -1.1225 -0.3691
H 5.5847 -2.1639 -0.8716
H 3.4671 -1.2763 1.9520
H 3.6290 -2.3060 0.5316
H 3.3616 1.5124 1.6713
H 3.3649 2.3441 0.1148
H 3.6478 0.4561 -2.4060
H 3.7495 -1.2620 -2.0342

Record 5
A molecular structure, C14H21F6FeN3O15PS4, computed with the ωB97M-V functional and the def2-TZVPD basis.

The HOMO-LUMO gap (spin up / spin down) comes out at 0.3642 / 0.2827 Ha. The value obtained for the LUMO energy (spin up / spin down) is -0.1 / -2.3 eV. The energy above the lowest of the compared OMol25 structures with the same formula, charge and spin comes out at 0.0 kcal per mole. The spin multiplicity is 6. Its HOMO energy (spin up / spin down) is -10.002 / -9.994 eV. The net charge is 0. Its expectation value of S² is 8.76.

Atoms and positions in Å:
Fe -0.4399 0.2239 0.1801
C -3.1254 -2.1584 2.0707
C -1.7875 -2.4222 1.3918
C -1.2309 -3.7902 1.7340
O -0.8861 -1.3846 1.8226
C -1.9947 -2.2628 -0.1112
O -2.4614 -3.1284 -0.8187
O -1.7096 -1.0668 -0.5830
H -3.0335 -2.3332 3.1423
H -3.8820 -2.8268 1.6605
H -3.4346 -1.1261 1.9112
H -1.1086 -3.8715 2.8143
H -0.2717 -3.9525 1.2418
H -1.9232 -4.5581 1.3937
H 0.0116 -1.7476 1.8286
F -2.7544 3.1681 -0.7676
C -1.8688 4.1266 -0.5612
F -2.5045 5.2639 -0.3137
F -1.1220 4.2800 -1.6667
S -0.7267 3.7410 0.8394
O -0.0004 2.5463 0.4107
O 0.0313 4.9340 0.9884
N -1.6447 3.4419 2.0678
S -2.1208 1.9773 2.4076
O -2.0452 1.0594 1.2598
O -1.6679 1.5008 3.6657
C -3.9382 2.2292 2.5728
F -4.4956 1.0685 2.9109
F -4.4641 2.6450 1.4283
F -4.1785 3.1228 3.5197
O 2.8286 1.3198 2.7665
S 2.5078 0.8604 1.4530
O 2.7828 1.7841 0.3705
O 1.1030 0.3059 1.4193
C 3.5312 -0.5640 1.1222
C 4.6610 -0.6842 1.9163
C 5.5855 -1.6914 1.6772
C 5.3865 -2.5808 0.6373
C 4.2529 -2.4754 -0.1562
C 3.3199 -1.4775 0.0840
S 1.8380 -1.5729 -0.8968
O 2.1790 -2.2617 -2.1141
O 1.3773 -0.1789 -1.1649
O 0.8485 -2.2349 -0.0541
H 4.8045 0.0273 2.7172
H 6.4628 -1.7730 2.3050
H 6.1069 -3.3636 0.4412
H 4.0765 -3.1667 -0.9681
N -1.9094 -1.2843 -2.9856
C -0.5739 -0.7811 -3.4354
P -0.6649 1.0187 -3.0657
O -1.6821 1.5541 -3.9956
O -0.9318 1.1125 -1.5672
C 1.0027 1.7436 -3.3762
N 1.4648 2.5376 -2.2061
H -2.6475 -0.7097 -3.4008
H -1.9384 -1.1868 -1.9279
H -2.0613 -2.2663 -3.2070
H -0.4703 -0.9304 -4.5087
H 0.1963 -1.3303 -2.9015
H 0.9327 2.3974 -4.2422
H 1.7204 0.9501 -3.5714
H 2.2151 2.0891 -1.6479
H 0.7177 2.6354 -1.4961
H 1.7549 3.4783 -2.4606

Number 4 is which compound?
C14H21Cl5CuN5P